This record from OMol25 describes 10 unconnected molecules or ions with the total composition C45H75BN3O32 in a non-equilibrium geometry. The level of theory is wB97M-V/def2-TZVPD.

Its net charge is +1. The calculation puts the lowest unoccupied orbital energy at -2.36 eV. Its spin multiplicity is 1. As for the electronic energy: -118532.4948 eV. The orbital gap comes out at 7.43 eV. As for the highest occupied orbital energy: -0.3599 Ha.

CARTESIAN COORDINATES (ANGSTROEM)
C: 4.9545 -1.6015 2.6584
C: -6.7788 2.3932 -3.9630
C: -5.0718 -9.5875 5.4285
H: -2.9336 3.4126 -4.9055
C: -5.3593 2.5576 -2.2463
O: -2.3982 -8.6811 -0.5037
O: -4.1815 -10.5259 4.8543
C: -1.5796 5.4276 2.4683
O: 1.1111 3.6746 -5.6863
H: 1.9803 1.8103 -1.1516
O: -2.5196 2.0267 -6.3582
C: 0.4596 2.0092 10.6975
H: -5.4590 -7.5873 4.7064
C: 3.0078 2.4577 2.5564
O: 2.2936 1.9188 -6.4567
O: -0.4957 -8.2995 0.6406
O: -0.8976 2.2148 -7.9607
H: 2.2947 -2.3655 2.7352
O: -6.2294 6.4471 -4.2611
B: -0.4322 1.2629 1.5782
C: 1.6015 2.4694 -7.5612
H: -3.7971 4.9653 -6.5062
H: -1.1353 1.4640 -1.2833
H: -2.2832 -10.4524 0.5218
H: -7.5044 7.9582 -4.8831
H: 4.6503 -5.5250 -4.8958
H: 0.1648 5.3880 1.1886
C: 1.8686 2.5908 -5.3470
C: 3.7623 -3.0136 -5.7037
C: 4.2534 -0.0944 2.5000
H: 0.7536 -1.3137 2.5547
C: -3.5202 -9.8814 3.8490
C: -3.6226 3.9541 -6.8839
H: 2.9955 -5.4789 0.4850
H: 4.3508 -2.1643 3.4878
C: -6.5186 7.8222 -4.4299
H: -1.3524 4.9242 0.3783
H: -4.4496 3.6733 -7.5446
H: -2.9264 1.9820 -0.6507
H: 1.0119 -4.8123 2.7450
C: -1.1405 -8.1524 -0.5536
H: 1.1076 3.5154 12.1094
O: -1.2402 0.3536 2.4298
C: -3.4099 2.9651 -5.7841
H: 2.1455 3.0243 5.3837
O: -1.1258 6.9370 0.8179
H: 1.7343 -4.6361 -4.7003
C: 1.4975 2.6532 11.5584
H: 1.8528 0.0870 6.3228
C: -2.4961 -9.3954 0.7137
H: -1.8481 -7.8892 2.1256
C: -1.8583 2.6712 -7.3636
C: 1.8152 3.2522 9.4302
O: 0.5576 2.7236 9.4801
H: 2.9000 -4.9187 -3.3833
H: -6.0015 -10.0736 5.7369
H: 2.1873 -1.1010 -1.9873
C: 1.2304 3.8371 -7.0872
H: 0.7249 1.8486 -7.7746
C: -5.4141 8.2992 -5.3162
H: -6.9643 3.2107 -0.9538
C: 1.3706 -5.7078 2.0780
O: -0.6562 -7.6190 -1.5378
O: 2.1311 2.2643 -4.2015
H: 4.3914 0.1903 1.3699
H: 0.2881 4.1859 -7.5185
H: 0.6726 0.9523 10.5056
H: 6.2793 -2.3822 0.9588
H: 2.2425 2.4956 -8.4467
O: -2.4126 3.8932 -7.6149
H: 2.7337 -0.3121 4.1788
O: -4.2684 5.2687 -4.2608
H: 3.5948 1.2750 -0.3416
H: 4.4827 -1.5369 -2.5805
H: -2.6406 5.1718 2.3779
O: 4.0606 -1.9301 -6.1778
H: -6.1115 -8.8793 3.6680
H: 2.4044 3.4864 2.6035
N: 2.1038 1.9942 5.2224
H: 2.3337 0.5083 -3.0551
O: 2.1369 -1.1180 0.8850
H: 6.0571 -1.4671 3.0952
C: -5.2845 -8.5985 4.3287
H: 1.9450 1.9510 12.2671
H: 0.6226 -0.1228 -0.2281
H: -6.5074 8.3088 -3.4490
H: 1.4270 2.3211 0.8929
H: 4.5491 -1.9408 0.3305
O: -4.3418 7.4340 -4.9943
C: 1.2082 1.2901 1.4619
H: -5.6527 8.1865 -6.3791
O: -1.3713 8.8096 2.1090
H: 0.4594 0.8946 4.3843
H: 4.1321 2.2107 -3.2359
H: 3.5171 2.4368 1.5012
C: 4.7840 -4.0236 1.4726
C: -6.7591 2.4692 -1.7308
H: 3.8495 2.4976 3.3548
H: -1.0108 -9.4537 2.2833
O: -7.1951 2.3236 -5.1073
H: -0.5451 2.0984 11.1198
O: -5.4845 2.1583 -3.5980
N: 1.9942 1.3058 2.7540
C: 1.9242 -1.3209 2.3189
H: 0.4499 1.4417 6.5724
C: 2.5954 0.8563 -0.7811
H: -4.9656 3.5790 -2.2142
H: -1.5123 -0.4792 1.9076
H: 1.1182 -6.7309 2.6384
H: -1.0872 4.6835 3.1004
C: 2.7068 -0.0323 3.0455
O: -1.4676 6.7198 3.0338
H: 5.0036 0.6162 3.0998
O: -2.5595 -10.3378 3.2519
C: 1.2076 1.7347 3.9887
H: -7.0007 1.4732 -1.3452
O: 3.7027 -4.5292 2.3427
O: -4.0745 -8.6595 3.5977
C: 5.1194 -2.4035 1.2407
H: -2.1152 0.3581 -0.0653
H: 5.8071 2.2382 -3.7070
C: 2.7819 -0.0891 -2.1237
C: -4.8916 6.2928 -4.4852
H: 2.2411 1.6162 7.3551
H: 0.6656 -5.7052 1.1207
C: 1.5948 1.2346 6.4308
O: 2.2996 3.7857 8.4460
H: -3.5008 -9.3063 1.1360
H: -4.5955 -9.1401 6.3071
C: -1.4582 -8.7514 1.5746
H: 4.3635 -0.1566 -4.7791
C: 2.9677 -5.6411 1.6652
O: 3.1666 -3.1851 -4.4873
N: 4.8473 1.8283 -3.8928
O: 5.5547 -4.9786 0.8811
H: 5.0869 -0.0583 -1.5696
C: 2.7847 -4.5450 -4.4044
H: -4.3396 2.4790 -5.4757
O: 2.4600 3.1052 10.6244
H: 2.0112 4.5770 -7.2920
O: -7.5456 2.7170 -2.8810
H: -4.6751 1.8959 -1.7081
H: 3.4318 -6.6879 1.9336
C: -1.3253 7.5960 1.9966
O: -1.2408 2.2007 0.7195
H: 3.2505 -6.0921 -5.8406
C: 3.7088 -5.2207 -5.3649
C: 4.9135 0.3179 -3.8412
H: 0.6642 2.7895 3.8557
H: 6.0648 0.0341 -3.9779
H: -5.1442 9.3407 -5.1210
C: 1.6191 0.1414 0.3751
O: 3.9794 -4.2120 -6.3201
C: -1.8994 1.4686 -0.3733
C: 4.3662 -0.3560 -2.4504
C: -0.9130 5.5752 1.1391


This record from OMol25 describes a molecular structure, C45H77F13N17O15S7 in a non-equilibrium geometry. The level of theory is wB97M-V/def2-TZVPD.

Its net charge is +3. The calculation puts the lowest unoccupied orbital energy at -4.94 eV. Its spin multiplicity is 1. As for the electronic energy: -215106.8885 eV. The orbital gap comes out at 8.50 eV. As for the highest occupied orbital energy: -0.4942 Ha.

CARTESIAN COORDINATES (ANGSTROEM)
C: 6.0969 -2.2130 -0.3611
C: -5.5857 -1.1092 1.2704
C: -1.1498 4.9276 -2.5382
F: -2.6530 -3.9274 -0.2593
H: 3.9782 4.6003 0.8277
F: 2.6134 -0.7982 -0.6221
H: -4.8239 3.7782 1.8396
C: 7.4692 -1.6906 1.3253
H: -9.6730 5.4676 -0.0810
N: 6.1283 3.5428 -2.4751
F: -3.5655 1.4134 -2.8234
H: 9.3351 3.1931 -3.4240
H: 8.7289 3.1264 -1.8336
H: -6.1417 -3.0574 1.8079
H: 7.5636 -0.2501 -2.3354
F: 1.5579 -1.4139 1.1436
F: -1.7363 -4.8070 -1.9581
H: 6.1951 -0.6615 3.4844
H: -3.7984 -4.9085 9.4504
H: -0.8619 -4.2928 -3.8715
H: -10.6316 4.4300 2.6866
H: -9.1534 5.0878 4.5124
H: -2.1805 4.5955 -2.5010
H: 2.1707 -5.9919 -6.1862
H: -1.8262 7.0176 -2.3654
H: 5.9177 5.5964 -1.7533
H: -3.3456 -4.7336 11.6935
C: 5.8073 -1.5960 3.1737
S: -1.6880 -6.4887 0.0965
H: 1.2499 3.6390 -2.2149
N: -4.3547 2.3590 -0.7573
H: -6.4015 5.0898 4.9091
H: 7.4306 -1.9081 -2.8335
O: 1.0480 0.6639 4.4825
H: -1.6522 4.0611 -5.2146
H: 4.2730 -2.3840 0.9039
H: -2.2235 -3.4985 11.5911
S: 1.7758 1.1501 0.9563
H: 8.2894 1.8315 -3.0209
H: -4.3212 -3.0971 7.9932
H: 5.6919 1.4265 -2.7303
O: 1.3949 2.8536 3.2313
H: 2.7514 4.2593 -0.4029
H: -0.6899 4.8030 -1.5593
C: -10.1257 5.6564 0.9310
F: -6.4839 2.5414 -2.2134
C: 8.1541 -1.1966 -2.4076
C: -2.8094 -2.4169 2.2037
H: 9.1165 -2.7181 -1.2242
C: 2.0905 -3.2488 -7.3139
H: -2.2759 -5.4565 3.0241
N: 0.2483 3.0414 -5.1886
N: -1.2812 -2.1616 7.7892
H: 2.4278 -2.2510 -6.9261
H: -0.2320 6.9325 -3.0117
H: -4.5396 4.5907 3.5084
H: 1.1962 2.4527 -7.0250
N: 6.2225 -1.8281 1.8294
H: -5.6983 -0.7557 2.3344
N: -4.0513 -2.9256 2.0601
N: 7.4116 -1.7922 -0.0435
F: 3.9342 1.7684 -5.6665
H: 6.1565 -2.4195 3.8109
C: 5.3390 -2.1897 0.7629
H: -0.2246 -3.6180 3.9027
F: 2.0698 -0.8696 -3.7820
N: 0.6954 -5.5098 -4.8414
H: 9.4150 -1.1680 -0.5812
C: 8.5850 -1.7309 -0.9915
S: 3.5578 -1.0253 -3.5713
N: 4.0641 -0.8489 -5.0231
O: -0.8932 -7.1027 -0.9322
O: 3.1295 1.1549 1.4225
C: -2.6798 -4.5259 2.7057
O: -1.8395 2.3844 -1.5145
H: -9.6407 6.5338 1.3065
O: 3.8394 -2.3001 -2.9998
H: -2.1169 -5.4488 9.7402
O: -6.0208 4.1035 -0.6287
N: 1.3338 -3.9620 -6.2145
S: -5.1981 3.3446 -1.5901
H: 0.7621 -1.9655 7.5659
H: 0.2187 -2.6314 -8.1752
C: 0.5268 -6.6862 -4.0377
H: 0.3072 -7.5548 -4.6855
H: 7.0740 3.4098 -4.3559
H: -5.3041 -3.0937 0.2926
C: -0.0488 -4.4311 -4.6008
C: 8.4575 2.8904 -2.8522
S: 4.9348 0.3486 -5.5873
H: -4.9443 -0.4991 0.6630
C: 1.1275 -3.1191 -8.4761
C: 0.3064 -3.4422 -5.5119
H: -3.8814 -3.0673 11.1138
H: 3.0133 -3.8018 -7.4227
C: 0.8451 3.5971 -3.2014
O: -3.1057 -6.7010 0.1429
H: -0.4970 2.7877 -7.1099
H: -0.0916 -2.4936 -5.6991
O: -4.4099 3.8783 -2.6742
H: -11.1895 5.8539 0.6991
F: -1.3547 2.2600 4.8413
C: -8.3572 4.8943 3.8428
H: 0.7756 -4.1029 -8.7950
N: -1.9455 -3.3743 2.6579
C: 0.2587 2.3549 -6.4754
C: -0.5287 -3.1897 2.9446
C: -1.1115 1.7639 3.5917
C: 5.5975 4.5380 -1.8256
C: -0.7706 3.7530 -4.6616
N: 0.6580 0.8650 1.9356
N: -0.4241 4.0931 -3.4222
C: -3.1311 -3.8908 11.0936
O: 1.4820 2.1039 -0.0511
H: -0.0573 1.3053 -6.3962
O: 5.7976 0.9515 -4.6483
C: -1.1999 -3.1119 8.6951
C: -2.8040 -4.5575 9.8244
H: 4.7199 -1.5297 3.2416
S: 0.7543 1.5651 3.4176
H: -0.2541 -0.9819 6.4446
C: -0.1462 -1.3395 7.4898
H: -6.6030 -1.0406 0.8473
H: 1.3469 -7.0414 -3.3935
H: 8.3819 -1.5557 1.8608
O: -2.9221 0.2436 -0.9286
C: -3.2901 -2.8760 8.0553
F: 0.3674 -0.5717 -0.5009
H: 0.0087 -3.6872 2.1045
H: -0.3853 -2.1131 2.8785
O: -0.9609 -6.2433 1.3297
H: -2.5227 -1.4368 1.9439
C: -5.2964 -2.5513 1.2768
H: -0.0695 -0.6069 8.2978
N: 4.5891 3.9810 -1.0921
N: -8.6198 4.5551 2.5140
F: -0.4618 -4.1315 -0.3613
H: 9.1254 -1.0896 -2.9577
N: -6.4651 4.5093 2.8283
C: 5.4609 2.3498 -2.2753
O: 3.8500 0.1344 -2.7573
C: -5.0482 4.5606 2.5488
F: -1.6271 0.5455 3.5233
H: 3.6797 5.7947 -0.5220
C: -3.9266 -4.2404 2.3266
C: 1.5566 -0.4781 0.1708
C: -7.4367 4.3199 1.9656
F: -1.6515 2.5101 2.6743
H: 1.6737 -2.6216 -9.3111
H: 3.6298 2.0373 -1.0477
H: -0.3138 -3.4811 9.2361
C: 1.2981 2.9722 -4.2747
H: 2.1951 2.3958 -4.4567
S: -3.0480 1.5941 -1.3204
H: -4.7574 5.5054 2.0761
H: -4.7106 -4.9775 2.2723
H: 5.8250 -2.3708 -1.3341
H: -10.0258 3.4961 1.4007
C: -9.9286 4.4761 1.8481
C: 3.6714 4.7468 -0.2468
C: -1.1675 6.3833 -2.9921
C: 4.4385 2.6491 -1.4047
O: 5.3343 -0.0111 -6.8849
C: -1.6423 -4.7711 -0.6549
H: -2.8289 -1.2420 6.6555
C: 1.5596 -5.2111 -5.8131
C: -2.5694 -1.9703 7.3690
H: -7.2787 4.0773 0.8897
H: -1.5213 6.5026 -4.0067
C: -7.0442 4.8651 4.0426
C: 7.2807 3.7202 -3.3258
N: -2.4261 -3.5365 8.8681
H: -0.2779 -6.5711 -3.3019
H: 7.6090 4.7340 -3.3718


This record from OMol25 describes 9 unconnected molecules or ions with the total composition C45H77F4N3O21 in a non-equilibrium geometry. The level of theory is wB97M-V/def2-TZVPD.

The calculation puts the lowest unoccupied orbital energy at -0.32 eV. Its spin multiplicity is 1. The SMILES is CC1(C)CCCC(C)(C)N1O.CC1(C)CCCC(C)(C)N1O.CC1(C)CCCC(C)(C)N1O.O=C1OC[C@@H](F)O1.O=C1OC[C@@H](F)O1.O=C1OC[C@@H](F)O1.O=C1OC[C@@H](F)O1.O=C1OCCO1.O=C1OCCO1. As for the electronic energy: -106248.1186 eV. The orbital gap comes out at 7.26 eV. As for the highest occupied orbital energy: -0.2787 Ha.

CARTESIAN COORDINATES (ANGSTROEM)
O: -0.9618 0.9639 6.2698
O: 0.9021 4.5187 3.0358
C: -0.5616 1.9613 -5.1742
H: -2.3460 -7.6005 5.4414
C: 5.1752 -1.2894 1.5016
H: 4.3872 -3.8545 2.8857
C: -1.3512 0.9487 1.6077
H: 1.1521 -6.3735 2.5059
O: 0.1358 1.6410 4.4273
H: 2.2422 -2.2347 1.8106
H: 3.0594 -1.9397 3.3541
C: -0.7673 -0.4162 1.9453
H: 0.1777 -6.3808 0.9853
H: -5.4439 0.8605 4.3336
H: 4.1683 2.7131 0.4846
F: 1.3962 0.4812 8.0686
H: -2.1517 -6.3834 6.7452
C: 3.5880 1.6015 -4.0349
H: -4.1154 2.1443 -8.4643
C: -6.1819 2.8444 2.5477
C: -2.0639 0.6873 -3.6285
H: -1.8981 4.8987 4.5661
H: -3.2024 3.6992 -6.3286
H: 0.0104 -3.0713 2.4433
O: -6.7471 1.7098 2.0223
C: -0.3841 -0.4595 -5.0309
C: -0.3105 -3.5089 -3.0217
O: -0.3347 -0.7878 0.6179
C: 4.2633 2.1902 -1.6290
H: -1.0030 0.3760 8.2610
H: 3.0532 5.6190 -4.4759
H: 0.4957 -0.2536 -4.4168
H: -2.2393 -3.7587 1.8958
H: -2.4780 -5.4523 1.5732
O: 3.8793 -0.9613 1.7221
O: -6.5753 3.9383 2.3651
C: 4.0553 4.0375 -3.3750
C: 0.6672 1.6002 7.7743
H: -0.6901 5.3530 2.0013
C: -3.3788 -5.3646 4.3679
H: 3.1712 3.3955 -5.2355
H: -1.6744 -2.6551 3.9639
C: -0.0500 0.3381 -0.0862
H: -2.0612 -3.8864 6.0228
H: -0.4744 -4.5557 6.0096
H: 2.6494 2.0938 -0.2333
H: 3.9888 4.5946 -0.4124
O: -1.3356 -7.2744 3.1068
H: 1.1951 -5.0419 1.3625
N: -1.0840 -5.9802 3.5717
C: -0.5788 -5.0418 2.5561
C: -1.3303 -4.3589 5.3571
H: -1.3214 0.4473 -2.8609
H: -0.9695 3.7238 2.6275
C: -3.6144 1.2989 -7.9952
H: 2.8377 1.0449 -4.6014
O: -0.5172 1.4351 0.5640
H: 0.2851 1.8941 -5.8631
H: 0.8811 2.3864 8.4912
H: 4.5772 1.4524 -4.4694
H: -5.0958 0.6481 1.2649
H: 2.6293 5.6139 -2.7087
H: -2.8372 -0.0786 -3.5675
H: -2.6704 -1.2765 -6.5916
O: 2.7349 -3.3318 -4.5113
F: -3.7306 0.6430 3.3072
O: 0.5838 0.3618 -1.0840
H: -1.6391 -1.0123 2.1961
C: -0.8243 1.2573 7.6541
H: 0.0778 -2.0711 -1.5260
H: -3.7757 -6.1289 3.7007
H: -4.3083 0.4503 -8.0087
F: 0.7312 -3.8521 -0.8765
H: 6.3962 2.6682 -1.8131
H: 0.0165 -0.2968 2.6876
O: 2.2700 4.5577 4.8401
N: 3.9964 3.5865 -1.9926
H: 4.1443 6.2051 -3.2777
H: -1.2418 -2.9737 -3.2056
H: 6.1961 4.6433 -3.2825
O: 1.0075 1.9856 6.4694
H: -4.9003 0.7446 -5.4677
H: 2.4357 1.3755 -2.2158
C: -0.9730 5.2869 4.1490
C: 0.5840 -2.9544 -1.9062
H: -6.2843 -0.2608 2.3435
N: -2.3178 0.5077 -6.1116
H: -0.0825 -0.6335 -6.0653
O: 1.8202 -2.8118 -2.5104
H: -2.0714 3.2612 -7.5338
H: -1.0259 6.3756 4.0821
O: 0.5211 -3.5269 -4.1598
H: 6.1046 1.4344 -0.6991
C: 3.2040 3.0766 -4.1886
H: -3.9401 -5.3951 5.3104
H: 1.0485 -3.9636 3.5053
O: 0.0617 4.8815 5.0633
C: -3.1995 1.5932 -6.5508
H: -0.7981 -1.3832 -4.6278
C: -1.7839 -6.7260 5.7807
H: 5.9967 1.0766 -2.4720
H: -4.1589 2.0808 -4.6937
C: 0.5394 -5.7904 1.8254
H: -0.9248 4.1239 -5.6706
H: -5.1735 2.4198 -6.1018
C: 3.2123 -2.0840 2.2834
C: -0.8723 -3.2650 4.3864
C: -1.8984 -5.6282 4.7219
H: -1.3698 -4.5787 0.5482
C: 3.4643 1.2651 -2.5596
C: -2.4543 2.9300 -6.5702
H: -1.8898 3.5060 -4.5080
O: 6.0414 -0.5237 1.2751
H: -2.4928 1.6537 -3.3637
H: -1.3906 2.1546 7.8960
C: -0.4930 4.6801 2.8321
C: 1.2029 4.6666 4.3430
C: 5.4725 4.1610 -3.9360
O: 5.3369 -2.6445 1.5741
C: -5.7869 0.6773 2.1059
H: 5.4593 4.4763 -4.9790
C: -1.3862 0.6992 -5.0076
H: -2.1208 -7.2034 2.5379
H: -3.5749 -4.3533 4.0081
H: -2.4080 0.8909 1.3351
C: -1.4340 3.1768 -5.4535
C: 3.3966 5.4244 -3.4573
C: -4.4575 1.7173 -5.6812
C: 0.0835 1.5201 5.6094
H: 2.1718 3.1724 -3.8267
C: 1.7928 -3.2487 -3.8060
F: 3.6843 -4.0973 1.0491
H: 3.8886 0.9584 0.1114
H: -0.7575 -7.0826 5.8564
C: 4.1458 -3.2524 2.0103
C: 5.7673 1.7816 -1.6770
H: -1.3538 1.6551 2.4348
H: -0.6669 -4.5121 -2.7541
H: 5.9027 3.1461 -3.9879
O: -5.1145 2.5083 3.3262
C: -0.0038 -3.8094 3.2592
C: -1.7189 -4.6643 1.5771
H: -0.2485 -2.5748 4.9638
O: 4.6184 4.5374 -1.1376
H: -0.0581 2.1617 -4.2189
H: -2.7596 0.9801 -8.5934
H: 3.8361 0.2542 -2.3822
O: -3.0352 -0.6987 -5.9145
C: 3.7416 1.9891 -0.2022
C: -5.0127 1.0782 3.3568